Computed, not measured: a cluster of 6 separate species, C8H30N2O6 in total, with ωB97M-V with the def2-TZVPD basis set.

Summary:
**SMILES**: COC[C@H](C)N.COC[C@H](C)N.O.O.O.O
**HOMO**: -9.129 eV
**Energy above the lowest of the compared OMol25 structures with the same formula, charge and spin**: 1.811 eV
**Net charge**: 0
**Orbital gap**: 9.28 eV
**LUMO**: 0.1522 eV

The geometry in XYZ format:
```
46
Properties=species:S:1:pos:R:3:forces:R:3
C 4.879 -3.056 0.780 0.04 -0.03 -0.02
O 4.390 -1.726 0.741 -0.09 0.30 -0.64
C 3.799 -1.367 -0.540 -2.02 -0.16 1.03
C 3.816 0.173 -0.791 1.41 -0.52 -0.66
C 3.143 0.709 -2.086 -0.96 -1.29 1.08
N 5.230 0.499 -0.820 0.65 0.81 -0.22
H 5.249 -3.341 1.765 0.41 0.85 0.13
H 5.664 -3.145 0.029 0.13 -0.39 0.02
H 4.138 -3.846 0.661 -0.58 0.21 -0.74
H 4.198 -1.954 -1.368 0.85 0.36 -0.17
H 2.783 -1.760 -0.497 -0.52 0.14 0.07
H 3.459 0.802 0.025 -0.66 -0.66 0.26
H 3.165 1.798 -2.054 0.19 -0.19 -0.35
H 2.107 0.373 -2.039 -0.44 0.36 0.18
H 3.423 0.260 -3.038 0.90 0.27 0.11
H 5.677 -0.167 -1.434 0.40 0.04 -0.10
H 5.600 0.349 0.108 0.25 -0.09 0.03
C -0.804 2.153 1.311 0.84 -0.17 -1.88
O -0.218 0.980 1.818 0.40 1.12 -0.11
C -1.000 0.445 2.816 -0.69 -1.43 0.78
C -0.266 -0.765 3.374 -1.31 -0.64 0.42
C -1.048 -1.591 4.365 -0.96 0.27 -0.90
N 0.857 -0.338 4.117 2.24 0.52 -0.49
H -0.215 2.382 0.422 0.35 0.39 0.13
H -0.797 3.029 1.960 -0.20 -0.25 0.35
H -1.763 1.942 0.837 -0.63 0.03 0.64
H -1.250 1.126 3.630 0.36 0.42 0.18
H -1.961 0.168 2.383 -0.37 -0.39 -0.08
H -0.039 -1.442 2.551 0.24 0.07 -0.49
H -1.924 -1.903 3.796 -0.46 -0.38 0.66
H -1.283 -0.968 5.228 -0.23 -0.25 0.08
H -0.459 -2.461 4.657 -0.13 0.01 0.08
H 1.307 -1.166 4.482 0.00 -0.20 0.54
H 1.529 -0.082 3.407 0.56 0.87 0.05
O -3.553 0.709 -3.076 -0.04 0.26 -0.18
H -2.740 0.428 -2.655 0.23 -0.07 0.06
H -4.246 0.331 -2.535 -0.24 -0.22 0.14
O -5.863 -2.027 -1.086 0.19 0.15 -0.17
H -6.809 -1.884 -1.059 -0.26 0.04 -0.04
H -5.670 -2.514 -0.285 0.10 -0.14 0.20
O -4.825 2.127 -7.633 0.03 0.14 -0.20
H -5.091 1.216 -7.757 -0.05 -0.22 -0.06
H -4.793 2.241 -6.683 0.03 0.07 0.27
O -5.956 4.664 -2.914 -0.04 0.14 -0.16
H -6.585 4.552 -2.201 -0.19 0.01 0.16
H -5.254 4.045 -2.714 0.24 -0.18 -0.01
```
Positions in Å, forces in eV/Å.

Results of the natural (NBO) charge analysis, in e, for atoms 1 through 8: -0.252 -0.554 -0.082 -0.073 -0.615 -0.825 0.194 0.168